C37H44BeN6P2Si2 as an isolated structure. Source: OMol25; level of theory: ωB97M-V with the def2-TZVPD basis set.

Structure (XYZ):
```
92
Properties=species:S:1:pos:R:3:forces:R:3:mulliken_charge:R:1
P -0.592003 -0.732654 -1.468262 -1.10 0.56 -0.14 1.02
P -1.414576 0.406398 0.876389 -0.81 0.24 -0.82 1.48
Si 0.613839 1.026759 3.001493 0.34 0.23 -0.07 0.91
Si 2.360581 -1.238684 -1.897660 0.03 0.27 0.10 1.13
N 4.135817 2.963567 0.350107 -0.29 0.05 -0.14 0.07
N 1.637147 4.430185 -1.203263 0.10 -0.15 0.16 0.01
N 0.128603 0.752708 1.360098 -0.45 -0.19 0.21 0.98
N 2.707764 1.293547 0.327549 0.01 0.64 -0.03 1.10
N 1.001017 -0.502473 -1.108614 -0.04 -0.14 -0.39 1.48
N 0.773487 2.423215 -0.942130 0.70 0.52 0.22 1.40
C -2.494989 1.709384 1.598809 0.19 0.07 0.06 0.27
C -0.505896 -4.726456 -0.409935 0.14 -0.06 0.07 -0.85
C -1.403575 -3.170749 2.878980 0.08 -0.07 -0.02 -0.73
C -0.105631 -3.420500 -0.654707 -0.06 0.11 -0.22 -0.02
C 3.872567 0.860715 0.889485 0.16 -0.18 -0.07 -0.79
C -0.096161 0.612196 -5.284786 0.01 0.05 0.05 -1.17
C -3.224912 1.615595 2.780005 0.02 -0.03 -0.08 -0.56
C 4.773596 1.879362 0.910050 0.08 -0.03 0.07 -1.31
C -2.357323 -2.848550 -1.257350 0.05 -0.07 0.01 -0.76
C 0.416401 4.422918 -1.841316 -0.10 0.01 -0.06 -1.48
C -1.937933 -1.106098 1.756282 0.04 0.02 -0.04 0.43
C -3.800070 3.949960 2.656134 -0.02 0.01 0.07 -0.60
C -3.291073 -1.437241 1.815483 0.11 -0.04 0.02 -0.69
C -1.825562 -5.099245 -0.607814 -0.02 -0.02 0.03 -0.68
C -0.548028 0.585156 4.429952 -0.03 0.06 -0.32 -1.33
C -3.697588 -2.605340 2.439812 -0.05 0.02 -0.03 -0.85
C -0.783699 -0.286280 -6.087596 -0.01 -0.01 -0.06 -0.64
C -0.997156 -1.995595 2.264153 -0.13 0.11 0.01 -0.08
C 2.891935 2.564087 0.009586 0.76 -0.44 0.42 -0.18
C -0.752700 -0.626865 -3.305500 0.24 -0.03 0.04 0.33
C -1.432912 -1.522593 -4.125326 0.06 0.05 0.11 -0.48
C -3.085761 4.054485 1.470344 0.06 0.03 -0.03 -0.71
C 3.476136 0.104648 -2.643162 -0.05 -0.15 0.11 -1.23
C 2.195491 0.030115 3.359850 -0.06 0.19 -0.01 -1.21
C -2.753582 -3.468804 2.981185 -0.01 -0.04 0.02 -0.77
C -1.018254 -2.480637 -1.118813 -0.04 0.08 0.00 0.59
C 0.969916 2.883962 3.169925 0.11 -0.25 0.12 -1.20
C -3.873967 2.727308 3.303326 -0.02 0.04 0.05 -0.74
C -0.089783 0.441866 -3.909328 -0.03 -0.07 -0.01 0.11
C -1.452659 -1.349929 -5.503059 -0.01 -0.01 -0.04 -0.79
C 1.811625 3.200301 -0.674522 -0.73 0.27 -0.56 -0.50
C -1.690627 0.395492 -0.806180 1.28 -0.75 0.72 -1.11
C -2.756999 -4.153127 -1.016066 -0.02 0.02 0.00 -0.88
C -2.443725 2.943011 0.949676 -0.10 0.02 0.08 -0.48
C -0.100444 3.174192 -1.670318 -0.21 -0.04 -0.13 -0.54
C 1.929876 -2.432162 -3.296671 0.08 0.19 0.19 -1.22
C 3.405102 -2.151714 -0.592396 0.02 0.05 -0.18 -1.47
Be 0.983781 0.844561 -0.095211 -0.03 -0.81 0.25 -1.34
H -1.981091 -2.062597 -6.124372 -0.01 0.01 0.01 0.44
H -1.102651 -0.338097 4.261369 0.01 0.02 0.05 0.25
H 0.031084 5.286291 -2.353061 0.02 0.01 0.03 0.49
H 4.437010 -1.789359 -0.617659 0.02 -0.06 0.02 0.35
H -4.296117 4.816449 3.075883 0.00 0.00 -0.02 0.38
H -3.021704 5.008887 0.960568 -0.02 -0.03 -0.03 0.42
H 4.317451 -0.347755 -3.175308 0.00 -0.01 0.00 0.48
H 0.053628 -1.741924 2.175201 0.00 -0.09 0.04 0.19
H 2.931300 0.730671 -3.352692 -0.06 -0.02 -0.02 0.19
H 0.445218 1.437209 -5.733014 -0.02 0.01 0.01 0.43
H -2.133815 -6.121571 -0.427320 0.00 0.00 0.02 0.40
H 4.538472 3.870941 0.200230 0.02 0.03 0.02 0.15
H 3.084213 0.660102 3.277769 -0.02 -0.06 0.09 0.40
H 3.015343 -2.001090 0.417199 -0.06 0.01 -0.03 0.22
H -4.751408 -2.849315 2.497951 0.00 0.00 0.00 0.42
H 1.678738 -1.894387 -4.211771 -0.03 0.03 -0.01 0.26
H 0.059465 0.447454 5.327850 0.05 0.04 -0.02 0.52
H 2.243256 5.225056 -1.103872 0.03 0.00 -0.03 0.17
H -1.029544 2.746560 -2.014721 0.00 -0.05 0.06 0.73
H -3.296787 0.672258 3.302303 0.06 -0.03 0.04 0.45
H 1.580648 3.105648 4.050007 -0.02 0.03 0.00 0.41
H 0.217807 -5.451967 -0.057080 -0.02 -0.01 -0.01 0.42
H -1.260569 1.384262 4.628379 -0.06 0.02 0.00 0.31
H 5.782474 1.939008 1.276523 -0.01 -0.02 -0.03 0.48
H -1.935303 -2.376752 -3.697874 -0.04 -0.07 0.05 0.37
H 0.463009 1.127234 -3.282959 0.07 0.07 0.01 0.11
H 2.783488 -3.080650 -3.513050 0.03 0.03 0.06 0.45
H -4.016482 -0.772022 1.362309 -0.05 -0.01 0.02 0.53
H 3.886883 0.749847 -1.862390 0.04 -0.02 -0.07 0.24
H 0.921617 -3.116493 -0.493809 0.00 -0.10 0.06 0.10
H 2.313336 -0.807339 2.667987 -0.05 0.00 0.00 0.04
H 0.032216 3.438059 3.260371 -0.03 -0.03 -0.05 0.30
H 1.083514 -3.065541 -3.038212 -0.04 -0.09 -0.02 0.29
H 2.168477 -0.376629 4.372118 0.00 0.00 0.02 0.55
H -3.796720 -4.431941 -1.137231 0.01 0.00 0.00 0.41
H -4.424519 2.641626 4.232506 -0.03 -0.03 -0.03 0.43
H 3.996309 -0.156544 1.215860 0.03 0.11 0.02 0.72
H 1.494059 3.259911 2.286285 0.02 0.00 0.02 0.22
H -3.071625 -4.379347 3.473720 0.00 -0.01 -0.02 0.37
H 3.433679 -3.228248 -0.774627 -0.01 -0.01 -0.01 0.45
H -0.664468 -3.857231 3.274627 -0.01 0.00 0.00 0.41
H -0.790349 -0.160400 -7.163200 0.00 -0.02 0.01 0.39
H -3.076152 -2.088447 -1.540664 -0.03 -0.01 0.00 0.46
H -1.900486 3.008177 0.019182 0.01 0.02 -0.02 0.27
```
Forces are in eV/Å.

Values from the calculation:
* energy relative to the best compared isomer or geometry (same formula, charge and spin): 16.8 kcal/mol
* HOMO level: -6.1 eV
* Kohn-Sham gap: 5.7 eV

One molecule with the formula C5H14N2. Source: OMol25; level of theory: ωB97M-V with the def2-TZVPD basis set.

Structure (XYZ):
```
21
Properties=species:S:1:pos:R:3:forces:R:3:mulliken_charge:R:1
N 0.309793 -0.015030 -0.864470 -0.13 -0.21 -0.14 -0.24
N -1.385583 -0.065327 2.463693 0.06 0.47 -0.13 -0.56
C 1.254302 0.691775 -3.014498 0.15 -0.03 0.92 -1.16
C 0.774555 -1.101904 1.689583 0.65 0.05 0.01 -1.42
C 0.352042 1.064563 -1.843630 0.51 -0.33 0.18 -0.40
C -0.648305 -0.705972 1.402171 -1.05 0.20 -1.96 0.42
C -0.721555 0.221337 0.137974 0.59 0.43 0.38 -0.97
H -0.785985 0.483381 3.062057 -0.22 -0.11 0.24 0.21
H 0.919952 -1.483903 2.698294 -0.17 -0.26 0.00 0.41
H 1.445290 -0.253992 1.571608 -0.04 0.39 0.15 0.34
H 0.793295 1.907002 -1.306044 -0.27 0.31 -0.23 0.29
H 1.110651 1.413135 -3.803556 0.02 -0.11 -0.54 0.36
H -1.716971 0.199792 -0.325427 -0.16 -0.09 0.32 0.36
H -0.573430 1.247251 0.489929 -0.01 0.02 0.05 0.37
H 2.290348 0.718978 -2.692158 0.22 0.15 0.01 0.29
H -2.042901 -0.643854 2.954210 0.24 -0.11 0.27 0.21
H 0.120437 -0.873391 -1.369363 -0.06 -0.15 0.10 0.21
H -1.265272 -1.534152 1.040403 0.28 -0.56 0.61 0.27
H 1.168489 -1.793718 0.945844 -0.18 -0.27 0.14 0.34
H 1.093677 -0.345579 -3.306091 -0.33 0.11 -0.47 0.32
H -0.643814 1.334564 -2.215151 -0.11 0.11 0.07 0.33
```
Forces are in eV/Å.

Values from the calculation:
* energy relative to the best compared isomer or geometry (same formula, charge and spin): 18.8 kcal/mol
* HOMO level: -8.7 eV
* Kohn-Sham gap: 9.8 eV
* SMILES: CCNC[C@@H](C)N